Version i
Density functional theory data (the ωB97M-V functional and the def2-TZVPD basis) for C5H6 in the gas phase.

Each line ends with the Löwdin charge.
Atoms and positions in Å:
1 C -1.094 -0.707 -0.259  -0.1196
2 H 3.517 0.067 -0.466  0.0247
3 H -1.776 1.320 0.409  0.1035
4 H -1.879 -1.273 0.250  0.1047
5 H -0.565 1.287 -1.009  0.1150
6 C -0.033 -0.069 0.634  -0.3092
7 H -0.217 -0.194 1.692  0.1315
8 C -1.019 0.767 -0.153  -0.1264
9 C 1.341 -0.046 0.234  -0.1299
10 H -0.764 -1.142 -1.178  0.0963
11 C 2.489 -0.010 -0.155  0.1095

The calculation puts the HOMO-LUMO gap at 0.38717 Ha. Its spin multiplicity is 1. For the LUMO energy, the calculation gives 1.223 eV.


Version ii
Density functional theory data (the ωB97M-V functional and the def2-TZVPD basis) for C5H6 in the gas phase.

Each line ends with the Löwdin charge.
Atoms and positions in Å:
1 H 0.778 2.140 -0.271  0.0854
2 H 0.022 -1.596 -1.914  0.0984
3 H -1.115 2.052 -0.123  0.0805
4 C -0.050 0.853 1.090  -0.1238
5 C -0.042 -0.676 -1.120  -0.0188
6 C -0.130 1.720 0.142  -0.0092
7 C 0.114 -1.234 0.107  -0.1667
8 C 0.084 -0.392 1.296  -0.1545
9 H -0.063 -0.836 2.243  0.0847
10 H 0.111 0.270 -1.599  0.0322
11 H 0.291 -2.302 0.148  0.0920

The calculation puts the HOMO-LUMO gap at 0.35709 Ha. Its spin multiplicity is 1. For the LUMO energy, the calculation gives 0.996 eV.


Version iii
Density functional theory data (the ωB97M-V functional and the def2-TZVPD basis) for C5H6 in the gas phase.

Each line ends with the Löwdin charge.
Atoms and positions in Å:
1 C 1.182 0.411 -0.014  -0.0593
2 H -1.592 -1.496 0.045  0.1004
3 C 0.554 -0.913 -0.067  -0.2505
4 C 0.085 1.288 -0.102  -0.0855
5 C -0.879 -0.704 -0.039  -0.1443
6 C -1.157 0.579 -0.008  -0.1179
7 H 0.105 2.321 0.025  0.0697
8 H -2.237 0.858 0.023  0.1201
9 H 0.858 -1.726 -0.785  0.1424
10 H 2.166 0.806 0.073  0.0865
11 H 0.914 -1.425 0.851  0.1385

The calculation puts the HOMO-LUMO gap at 0.35362 Ha. Its spin multiplicity is 1. For the LUMO energy, the calculation gives 1.206 eV.


Version iv
Density functional theory data (the ωB97M-V functional and the def2-TZVPD basis) for C5H6 in the gas phase.

Each line ends with the Löwdin charge.
Atoms and positions in Å:
1 C 0.017 1.399 -1.251  -0.1619
2 H -0.628 0.589 1.145  0.1061
3 C -0.194 2.470 -1.758  0.1030
4 H 0.734 -0.651 -1.288  0.1125
5 H -0.898 -2.013 1.434  0.0742
6 H 0.659 -2.194 0.567  0.0769
7 H 0.571 -1.440 2.196  0.0773
8 C 0.253 0.116 -0.665  -0.1555
9 C 0.064 -1.528 1.217  -0.1046
10 H -0.437 3.436 -2.171  0.0293
11 C -0.140 -0.185 0.573  -0.1575

The calculation puts the HOMO-LUMO gap at 0.37159 Ha. Its spin multiplicity is 1. For the LUMO energy, the calculation gives 1.148 eV.


Computed energies relative to the best structure, in kJ/mol: version i 98.4; version ii 218.8; version iii 0.0; version iv 64.0


Version i
Density functional theory data (the ωB97M-V functional and the def2-TZVPD basis) for 2 unconnected molecules or ions with the total composition C5H6.

Each line ends with the Löwdin charge.
Atoms and positions in Å:
1 H 4.008 -0.612 0.306  -0.0063
2 H -1.949 -1.341 -0.068  0.0723
3 H -2.215 1.983 0.244  0.0848
4 C -0.958 -1.039 0.090  -0.1183
5 C 2.938 -0.391 0.109  -0.1817
6 H -0.441 -1.509 0.926  0.0932
7 C -0.852 0.402 0.071  -0.0267
8 C 1.815 -0.021 -0.135  -0.1521
9 H -0.692 2.363 -0.635  0.0935
10 H -0.350 -1.427 -0.738  0.0920
11 C -1.304 1.591 -0.172  0.0494

The calculation puts the HOMO-LUMO gap (spin up / spin down) at 0.26895 / 0.26886 Ha. Its spin multiplicity is 1. For the LUMO energy (spin up / spin down), the calculation gives -1.396 / -1.398 eV.


Version ii
Density functional theory data (the ωB97M-V functional and the def2-TZVPD basis) for C5H6 in the gas phase.

Each line ends with the Löwdin charge.
Atoms and positions in Å:
1 H 1.636 -2.338 -0.615  0.0807
2 H 0.033 2.518 0.340  0.0967
3 C 0.605 -1.992 -0.591  -0.1272
4 H -1.306 1.774 1.253  0.0869
5 H 0.556 0.204 1.491  0.1099
6 C 0.186 0.444 0.514  -0.0492
7 C 0.288 -0.516 -0.407  -0.3473
8 C 0.255 -0.959 -1.697  0.0951
9 H -1.302 1.724 -0.305  0.0291
10 H -0.321 -2.521 -0.400  0.0915
11 C -0.631 1.662 0.418  -0.0661

The calculation puts the HOMO-LUMO gap (spin up / spin down) at 0.27265 / 0.27268 Ha. Its spin multiplicity is 1. For the LUMO energy (spin up / spin down), the calculation gives -0.946 / -0.946 eV.


Computed energies relative to the best structure, in kJ/mol: version i 161.7; version ii 0.0


Version i
Density functional theory data (the ωB97M-V functional and the def2-TZVPD basis) for C5H7ClOS in the gas phase.

Each line ends with the Löwdin charge.
Atoms and positions in Å:
1 C -1.465 0.633 -0.509  -0.2145
2 C -0.165 0.548 0.373  -0.2463
3 C 1.698 -0.449 0.436  -0.7090
4 Cl 3.121 -1.249 -0.466  0.5028
5 O -2.374 -0.509 -0.354  -0.0708
6 H -2.076 1.644 -0.382  0.1520
7 H -0.156 -1.754 1.015  0.1623
8 S 2.228 2.230 -0.239  0.7749
9 H -0.130 0.725 1.604  0.2006
10 H 1.740 -0.907 1.477  0.1308
11 H -0.910 0.522 -1.553  0.1477
12 C 1.331 0.951 0.053  -0.8164
13 C 0.315 -1.012 0.153  -0.1915
14 H -3.087 -0.032 -0.701  0.0385
15 H -0.070 -1.340 -0.906  0.1388

The calculation puts the HOMO-LUMO gap at 0.30522 Ha. Its spin multiplicity is 1. For the LUMO energy, the calculation gives -0.820 eV.


Version ii
Density functional theory data (the ωB97M-V functional and the def2-TZVPD basis) for C5H7ClOS in the gas phase.

Each line ends with the Löwdin charge.
Atoms and positions in Å:
1 C 2.043 -0.334 -1.180  -0.6467
2 H 0.300 -0.427 1.544  0.0532
3 C -1.805 0.354 -0.144  -0.4071
4 H 1.723 -1.374 1.173  0.0883
5 S -0.599 -0.133 -1.467  0.9127
6 O -1.046 1.597 1.777  0.0307
7 C 0.855 -0.527 -0.579  -0.6991
8 H -1.881 -0.484 0.595  0.0962
9 H -1.561 2.493 0.089  0.1073
10 C 0.713 -1.098 0.823  -0.0908
11 H 0.160 -2.001 0.723  0.0705
12 C -1.386 1.572 0.590  -0.2969
13 Cl 2.185 0.509 -2.650  0.6062
14 H 3.061 -0.632 -0.713  0.1085
15 H -2.761 0.485 -0.581  0.0670

The calculation puts the HOMO-LUMO gap at 0.33447 Ha. Its spin multiplicity is 1. For the LUMO energy, the calculation gives 0.501 eV.


Computed energies relative to the best structure, in kJ/mol: version i 271.2; version ii 0.0


Version i
Density functional theory data (the ωB97M-V functional and the def2-TZVPD basis) for C6H10FN in the gas phase.

Each line ends with the Löwdin charge.
Atoms and positions in Å:
1 N -0.750 1.357 0.570  0.0193
2 H -1.097 2.157 0.074  0.0901
3 H -0.557 -0.783 1.951  0.1214
4 C -0.534 -1.068 0.886  -0.1150
5 F -2.537 -0.250 -0.121  0.0505
6 H -0.476 -0.740 -2.229  0.1242
7 C 1.001 0.007 -0.565  -0.2427
8 C -0.394 -0.031 -1.363  -0.0423
9 H -0.620 0.923 -1.859  0.1042
10 H 1.875 0.296 -1.156  0.1335
11 H 1.124 2.182 -0.001  0.1343
12 H 1.118 1.104 1.346  0.0561
13 H -1.282 -2.064 0.893  0.1848
14 H 1.078 -2.107 -0.167  0.1108
15 C 0.683 1.243 0.458  -0.1851
16 C -1.199 -0.075 -0.010  -0.4574
17 H 1.717 -0.980 0.976  0.1230
18 C 0.850 -1.171 0.317  -0.2098

The calculation puts the HOMO-LUMO gap at 0.36773 Ha. Its spin multiplicity is 1. For the LUMO energy, the calculation gives 1.008 eV.


Version ii
Density functional theory data (the ωB97M-V functional and the def2-TZVPD basis) for a molecular structure, C6H10FN.

Each line ends with the Löwdin charge.
Atoms and positions in Å:
1 C 0.096 -0.949 -0.052  -0.3420
2 C -1.889 1.074 1.383  -0.0233
3 H -2.720 1.842 1.078  0.1233
4 H -1.541 1.531 2.253  0.0558
5 H 2.367 -1.054 0.311  0.1195
6 H -0.617 -1.219 0.817  0.1426
7 H 1.781 -2.728 -1.699  0.0969
8 C -0.649 1.343 0.545  -0.2521
9 C 1.363 -1.783 -1.400  -0.2198
10 C 0.282 0.592 -0.097  -0.0016
11 H 1.306 -2.408 0.705  0.0969
12 H -2.146 0.000 1.310  0.0788
13 F -0.439 2.785 0.653  -0.0684
14 N -0.119 -1.748 -1.304  0.0115
15 H 1.333 1.032 -0.228  0.1412
16 C 1.439 -1.594 0.054  -0.2044
17 H 1.760 -0.749 -1.914  0.1603
18 H -0.588 -1.181 -1.981  0.0847

The calculation puts the HOMO-LUMO gap at 0.38382 Ha. Its spin multiplicity is 1. For the LUMO energy, the calculation gives 1.023 eV.


Computed energies relative to the best structure, in kJ/mol: version i 0.0; version ii 136.3